Entry 1:
9 unconnected molecules or ions with the total composition C42H108N6O15 at a distorted geometry. Source: the OMol25 dataset; level of theory: ωB97M-V/def2-TZVPD.

```
! wB97M-V def2-TZVPD RIJCOSX def2/J DEFGRID3
* xyz 0 1
C 10.23514 19.62836 19.32712
O 11.23739 19.13914 18.55539
C 11.16868 19.64850 17.24617
C 11.98600 18.77776 16.32013
N 11.32134 17.44468 16.09910
C 11.93560 16.67681 15.04123
C 13.00514 15.66593 15.44990
O 12.50494 14.87048 16.53254
C 13.15309 13.61997 16.68207
H 10.28274 20.71448 19.32720
H 10.44578 19.34905 20.42725
H 9.17308 19.27734 19.08146
H 11.52827 20.67140 17.26883
H 10.17311 19.61922 17.00749
H 12.96941 18.76013 16.82819
H 12.02774 19.14104 15.28103
H 11.33394 16.91233 16.91038
H 12.42868 17.31671 14.33951
H 11.18003 16.20600 14.43562
H 13.99866 16.13105 15.83243
H 13.29911 15.02157 14.64414
H 12.74219 13.07409 17.52367
H 14.21891 13.79308 16.85351
H 12.95770 13.06921 15.76690
C 19.22044 27.49026 14.64611
O 17.88479 27.24645 14.33099
C 17.62232 26.46422 13.17616
C 16.21960 25.79522 13.34366
N 16.22262 24.84301 14.51129
C 14.97328 24.03502 14.57309
C 15.17160 22.74018 15.36882
O 15.26405 22.97484 16.71640
C 14.93601 21.90421 17.52852
H 19.24565 28.10734 15.50758
H 19.62351 28.08456 13.80470
H 19.84910 26.63923 14.92730
H 18.41815 25.70474 13.02693
H 17.57414 27.09759 12.30969
H 15.98652 25.12545 12.44825
H 15.42235 26.51920 13.42806
H 16.39689 25.20506 15.44605
H 14.66298 23.81753 13.59933
H 14.14262 24.56292 14.97347
H 16.09387 22.26318 14.98781
H 14.38473 21.93446 15.10291
H 14.62974 22.15621 18.55072
H 15.68316 21.15957 17.73300
H 14.12172 21.32653 17.13242
C 15.71191 17.12359 20.05232
O 16.70911 17.21188 19.04534
C 16.42581 18.27891 18.16521
C 17.19861 18.05418 16.93114
N 16.70306 16.86092 16.17032
C 17.64745 16.56195 15.07575
C 17.17937 15.37654 14.10968
O 16.72474 14.31035 14.95114
C 16.25832 13.24068 14.15455
H 15.40586 18.11278 20.42434
H 16.07675 16.44423 20.88601
H 14.88630 16.56161 19.68661
H 16.49761 19.26405 18.65801
H 15.37270 18.15511 17.91445
H 18.23550 17.98020 17.18764
H 17.07406 18.95527 16.30327
H 16.59543 16.08607 16.84198
H 18.61927 16.22551 15.47736
H 17.74272 17.54368 14.56310
H 18.00937 15.13866 13.47692
H 16.31760 15.77498 13.50089
H 15.64702 13.53154 13.30028
H 15.60107 12.70533 14.84089
H 17.07046 12.68328 13.80858
C 21.18178 23.54452 17.89101
O 20.10449 24.36267 17.48128
C 19.76980 24.31133 16.14241
C 19.01030 23.05383 15.66647
N 18.66193 23.01330 14.25656
C 18.43500 21.59528 13.87724
C 17.99843 21.58691 12.38170
O 16.89153 22.46630 12.35296
C 16.26470 22.57829 11.15388
H 21.78198 23.06206 17.07419
H 20.88798 22.74140 18.52827
H 21.87539 24.17864 18.52266
H 20.67767 24.46418 15.49506
H 19.05878 25.08852 15.83697
H 18.02959 23.13004 16.18946
H 19.48154 22.12010 15.91267
H 17.78408 23.58136 14.19118
H 17.65129 21.05911 14.52688
H 19.35996 21.10458 14.07112
H 17.78791 20.57245 12.00417
H 18.74886 21.94229 11.66171
H 16.99614 23.02058 10.41305
H 15.47288 23.40227 11.34264
H 15.95942 21.57946 10.78524
C 15.72149 10.39840 11.52246
O 15.34860 11.76258 11.10452
C 15.08454 11.87391 9.70860
C 14.71247 13.33590 9.33537
N 13.52778 13.87354 9.93704
C 13.70976 14.55815 11.23927
C 12.77878 15.72009 11.26321
O 13.13076 16.49253 10.14501
C 12.16904 17.52115 9.91975
H 14.92928 9.69301 11.24216
H 15.91239 10.40214 12.54009
H 16.64864 10.14540 11.02094
H 14.32006 11.18690 9.43467
H 15.89065 11.55974 9.02479
H 14.62552 13.26649 8.23657
H 15.62466 13.97765 9.53767
H 13.02627 14.43652 9.30006
H 14.70238 15.02350 11.40865
H 13.60550 13.90193 12.07944
H 12.86974 16.28314 12.20201
H 11.71172 15.37374 11.09130
H 12.47161 18.05931 8.94191
H 12.23453 18.29356 10.73009
H 11.16737 17.04724 9.98353
C 8.10795 21.92267 14.03134
O 9.33756 22.12435 13.46532
C 10.50698 21.95436 14.20189
C 11.53100 22.49757 13.26064
N 11.44309 21.77626 12.04621
C 12.28281 22.04178 10.87514
C 12.11046 23.42790 10.32083
O 12.85442 24.33944 11.18398
C 13.23241 25.44519 10.42115
H 7.33312 22.46589 13.49351
H 7.97351 22.32643 15.06368
H 7.84906 20.86370 13.98959
H 10.69856 20.85006 14.29123
H 10.50924 22.37750 15.20054
H 12.51458 22.42347 13.72219
H 11.40485 23.60965 13.17550
H 10.50879 21.67390 11.75985
H 12.18797 21.33571 10.06508
H 13.31501 21.90797 11.18680
H 11.05312 23.74659 10.32234
H 12.46753 23.58374 9.31962
H 13.79905 25.18069 9.54892
H 13.84496 26.14884 11.07525
H 12.31024 25.96941 10.11951
C 17.04728 17.54424 10.59371
C 16.61529 18.37190 9.41371
O 17.42411 19.49243 9.17397
H 17.00410 18.01081 11.55680
H 18.12059 17.23945 10.47933
H 16.53332 16.56820 10.78630
H 15.56212 18.75857 9.51772
H 16.67105 17.75583 8.47548
H 18.28799 19.14980 9.22339
C 9.65270 17.89487 12.74652
C 8.56245 17.93188 13.78370
O 9.12996 18.42487 14.97358
H 9.25114 17.71080 11.72795
H 10.46642 17.19635 13.06438
H 10.07091 18.92577 12.72596
H 8.12875 16.98525 13.99049
H 7.74501 18.63895 13.50633
H 9.91908 17.91903 15.23284
C 14.88686 19.23858 14.12030
C 14.21034 19.44846 12.77234
O 12.79668 19.31339 12.93066
H 14.73126 19.94525 14.94421
H 15.94250 19.23106 13.87441
H 14.59383 18.28462 14.43984
H 14.53581 18.65314 12.09733
H 14.44614 20.43974 12.32748
H 12.33881 20.08008 12.64347
*
```

Results
Orbital gap   8.91 eV
E   -3121.740623 hartree
SMILES string   COCCNCCOC.COCCNCCOC.COCCNCCOC.COCCNCCOC.COCCNCCOC.COCCNCCOC.CCO.CCO.CCO
Relative energy (zero: lowest compared OMol25 entry of this formula, charge and spin)   284.6 kJ/mol


Entry 2:
11 unconnected molecules or ions with the total composition C42H111N5O22 at a distorted geometry. Source: the OMol25 dataset; level of theory: ωB97M-V/def2-TZVPD.

```
! wB97M-V def2-TZVPD RIJCOSX def2/J DEFGRID3
* xyz -1 2
C 1.38450 -4.78874 3.79263
O 0.83983 -4.66372 2.50081
C 1.45761 -5.61269 1.67987
C 1.13111 -5.31699 0.22556
N -0.27040 -5.33212 -0.09090
C -0.78673 -6.68254 -0.11989
C -2.27813 -6.62407 -0.21347
O -2.71360 -5.92841 0.99258
C -2.66510 -6.67051 2.27366
H 1.46686 -5.77784 4.24319
H 0.74159 -4.19642 4.44372
H 2.28519 -4.18916 3.92447
H 1.24786 -6.63704 1.98780
H 2.53487 -5.58060 1.84278
H 1.56127 -6.02245 -0.48535
H 1.68400 -4.43345 -0.09344
H -0.75038 -4.86549 0.66540
H -0.42374 -7.18179 0.77850
H -0.29614 -7.14707 -0.97524
H -2.69452 -7.62891 -0.28419
H -2.72843 -6.21164 -1.11637
H -3.54220 -7.30909 2.37859
H -2.65426 -5.85655 2.99855
H -1.76296 -7.21795 2.54671
C -6.86339 -0.74384 -8.70996
O -5.70559 -0.12831 -8.17295
C -5.88841 0.45062 -6.90316
C -4.79752 1.35723 -6.38382
N -3.51863 0.78767 -6.71258
C -2.95221 0.16501 -5.53526
C -1.44301 0.26507 -5.83196
O -0.62014 -0.30109 -4.82394
C 0.75360 -0.03560 -5.03399
H -7.13533 -1.54957 -8.02809
H -6.91137 -1.07309 -9.74793
H -7.71225 -0.09520 -8.49362
H -6.03630 -0.31848 -6.14505
H -6.74829 1.12045 -6.90009
H -4.85027 1.65918 -5.33781
H -4.98670 2.25975 -6.96499
H -3.72777 0.12205 -7.44286
H -3.36039 -0.82944 -5.35482
H -3.10944 0.71669 -4.60842
H -1.25171 1.33769 -5.80062
H -1.04102 -0.09956 -6.77723
H 0.88135 0.88151 -5.60903
H 1.03229 -0.88577 -5.65660
H 1.22755 -0.00562 -4.05288
C 3.85768 -2.26487 0.63415
O 2.99055 -1.27676 0.04603
C 1.88850 -0.91461 0.82626
C 0.53193 -1.17801 0.11234
N 0.30084 -0.12979 -0.87922
C -1.03209 -0.01915 -1.43987
C -1.69733 -1.21504 -2.17536
O -2.52224 -1.92535 -1.27166
C -3.10246 -3.25155 -1.34988
H 4.26059 -2.09224 1.63213
H 4.69651 -2.65666 0.05885
H 3.23577 -3.15499 0.72910
H 2.07891 0.11130 1.14144
H 1.79936 -1.38415 1.80589
H -0.15454 -1.05465 0.94998
H 0.68664 -2.13730 -0.38155
H 0.65316 -0.56160 -1.72155
H -0.88335 0.89086 -2.02112
H -1.67458 0.12129 -0.57063
H -0.87400 -1.78810 -2.60177
H -2.35541 -0.75102 -2.91001
H -2.31634 -3.99638 -1.22605
H -3.61780 -3.32203 -2.30777
H -3.85970 -3.20312 -0.56736
C -4.91535 5.39440 1.85010
O -3.92097 4.73114 1.06770
C -3.97394 3.39353 1.00400
C -3.03448 2.91967 -0.11814
N -3.33684 3.54381 -1.44674
C -2.26506 3.77675 -2.40947
C -2.08615 5.22683 -2.88877
O -0.75178 5.73368 -2.53866
C -0.45423 6.11994 -1.17678
H -5.10776 4.90441 2.80457
H -5.73884 5.80951 1.26903
H -4.44024 6.31173 2.19777
H -5.00721 3.07105 0.87560
H -3.62108 2.98336 1.95023
H -2.94581 1.83926 -0.23200
H -1.98812 3.13875 0.09458
H -3.78841 4.41371 -1.20297
H -2.52911 3.13958 -3.25349
H -1.33157 3.38722 -2.00330
H -2.84206 5.83139 -2.38758
H -2.10401 5.24321 -3.97851
H 0.58145 6.27875 -0.87634
H -0.82784 5.27615 -0.59666
H -1.04264 7.02728 -1.04033
C 5.11244 5.10534 6.66111
O 4.87661 5.12447 5.24785
C 3.84553 6.09053 4.85495
C 3.60763 6.12405 3.42976
N 3.12460 4.90057 2.74493
C 4.06646 3.78503 2.51223
C 3.54133 2.85177 1.38571
O 3.32948 3.51552 0.12455
C 2.44974 2.75760 -0.72508
H 4.24568 4.78831 7.24102
H 5.44366 6.06513 7.05758
H 5.99168 4.50254 6.88842
H 4.11615 7.10961 5.13129
H 2.91098 5.79288 5.33048
H 4.51059 6.33671 2.85745
H 2.96446 6.97735 3.21453
H 2.63023 5.14869 1.89985
H 4.20213 3.27136 3.46398
H 5.01199 4.20432 2.16836
H 2.69942 2.46782 1.96180
H 4.18588 2.00174 1.16186
H 1.60200 2.41294 -0.13292
H 2.81744 1.85874 -1.22001
H 2.12625 3.50758 -1.44687
C -2.23004 -2.79130 2.66343
C -2.33312 -1.42713 3.13281
O -3.17423 -0.74236 2.19814
O -3.41481 -3.56633 2.52979
H -1.58209 -3.39367 3.30014
H -1.67081 -2.78076 1.72787
H -1.31996 -1.03301 3.21206
H -2.63461 -1.35425 4.17774
H -3.16617 -1.11041 1.31153
H -3.12253 -4.33779 2.03885
C 4.57294 0.22560 5.52926
C 3.55957 -0.40750 4.54675
O 3.75967 -1.77806 4.12799
O 5.86866 -0.43842 5.42798
H 4.33102 0.22830 6.59208
H 4.52761 1.30109 5.35794
H 3.62586 0.08229 3.57525
H 2.59232 -0.35362 5.04638
H 4.59224 -1.71754 3.65389
H 5.89719 -0.93654 6.24814
C 4.19048 -0.60445 -3.55362
C 4.46525 0.69579 -4.33767
O 3.69089 0.72104 -5.50665
O 5.32098 -1.08652 -2.84243
H 3.79006 -1.42274 -4.15208
H 3.45207 -0.39240 -2.78039
H 5.44827 0.76718 -4.80316
H 4.22010 1.59820 -3.77763
H 4.25311 0.57803 -6.27154
H 5.37989 -0.27835 -2.32767
C 0.03698 3.12235 2.71586
C -0.38351 1.66340 2.86618
O -0.79599 1.60144 4.23982
O 0.94443 3.68541 3.73937
H -0.94139 3.58890 2.83087
H 0.44135 3.48108 1.76935
H 0.41358 0.92435 2.78527
H -1.09947 1.36765 2.09935
H -0.20812 2.25176 4.63111
H 1.61663 4.23984 3.33643
C 6.33914 -5.17550 3.35108
C 7.10694 -3.78872 3.43057
O 6.61586 -2.88030 2.42895
O 4.94125 -4.93999 3.29878
H 6.66377 -5.93104 4.06655
H 6.70709 -5.56061 2.40008
H 8.16171 -3.98744 3.24072
H 7.05291 -3.31645 4.41145
H 7.06331 -2.03362 2.49617
H 4.83038 -3.98974 3.37831
C -5.42393 0.00163 -2.43435
C -6.72837 -0.90995 -2.54668
O -7.37718 -0.48266 -1.43303
O -5.71609 1.39296 -2.57277
H -4.79062 -0.36259 -3.24327
H -4.94000 -0.09249 -1.46222
H -6.57990 -1.98886 -2.50184
H -7.22139 -0.74132 -3.50407
H -7.48567 0.44108 -1.67079
H -4.96753 1.95113 -2.34981
*
```

Results
Orbital gap (spin up / spin down)   1.41 / 8.83 eV
E   -3595.254301 hartree
Expectation value of S²   0.750
Relative energy (zero: lowest compared OMol25 entry of this formula, charge and spin)   499.9 kJ/mol


Question: The lowest relative energy (zero: lowest compared OMol25 entry of this formula, charge and spin) belongs to which entry?
Answer: C42H108N6O15


Question: The highest relative energy (zero: lowest compared OMol25 entry of this formula, charge and spin) belongs to which entry?
Answer: C42H111N5O22


Question: Among the records above, which one has the highest relative energy (zero: lowest compared OMol25 entry of this formula, charge and spin)?
Answer: C42H111N5O22